{"formula": "C21H19N5O2S", "method": "ωB97M-V/def2-TZVPD", "de_lowest_ev": 0.000, "orbital_gap_ev": 8.441, "charge": 0, "e_tot_ha": -1634.1797, "e_homo_ev": -8.83, "lumo_energy_ev": -0.39, "smiles": "Cc1ccccc1-c1nc(SCc2ccccn2)c2c(=O)n(C)c(=O)n(C)c2n1", "elements": ["C", "C", "C", "C", "C", "C", "C", "C", "N", "C", "S", "C", "C", "C", "C", "C", "C", "N", "C", "C", "O", "N", "C", "C", "O", "N", "C", "C", "N", "H", "H", "H", "H", "H", "H", "H", "H", "H", "H", "H", "H", "H", "H", "H", "H", "H", "H", "H"], "positions_angstrom": [[-3.82659, -2.32096, 0.63283], [-4.20652, -0.91916, 0.29060], [-5.55049, -0.61720, 0.09710], [-5.97823, 0.65834, -0.21917], [-5.05171, 1.68073, -0.35148], [-3.71426, 1.40829, -0.16454], [-3.26988, 0.12056, 0.15476], [-1.83157, -0.06240, 0.33344], [-1.34199, -1.26990, 0.56366], [-0.04827, -1.42332, 0.77525], [0.44231, -3.09517, 0.76635], [2.12403, -3.08207, 0.03852], [2.33514, -1.95164, -0.91783], [3.56151, -1.29286, -0.97430], [3.69216, -0.20773, -1.82447], [2.60503, 0.17951, -2.59287], [1.43871, -0.56262, -2.48974], [1.30770, -1.59239, -1.67549], [0.79951, -0.30864, 0.92842], [2.13702, -0.31109, 1.48104], [2.64677, -1.23490, 2.08584], [2.82453, 0.88816, 1.30809], [4.19751, 0.96570, 1.77627], [2.33308, 2.03142, 0.71419], [3.03595, 2.99864, 0.52607], [0.99550, 2.01812, 0.37929], [0.39502, 3.22896, -0.14289], [0.21773, 0.90197, 0.50063], [-1.05982, 1.02177, 0.18831], [-3.31318, -2.35548, 1.59111], [-3.13448, -2.71873, -0.10533], [-4.71008, -2.95370, 0.67857], [-6.28043, -1.40789, 0.19850], [-7.03070, 0.85512, -0.36201], [-5.37373, 2.68131, -0.59844], [-2.97576, 2.18767, -0.26361], [2.85521, -3.05141, 0.84604], [2.17944, -4.04222, -0.47755], [4.38217, -1.61984, -0.35474], [4.62450, 0.33526, -1.88078], [2.66232, 1.03081, -3.25227], [0.55936, -0.32110, -3.07250], [4.31751, 1.84392, 2.40896], [4.40586, 0.05867, 2.33902], [4.87582, 1.05180, 0.92706], [-0.39403, 3.56508, 0.52907], [-0.03691, 3.02944, -1.12268], [1.17726, 3.98116, -0.21631]], "atomic_forces_ev_per_a": [[-0.11, -0.27, 0.01], [0.08, 0.16, -0.03], [-0.07, 0.02, -0.01], [0.04, 0.04, -0.01], [-0.09, 0.03, -0.02], [0.03, -0.09, 0.02], [-0.67, 0.21, -0.08], [0.92, 0.08, 0.02], [-0.22, -0.29, -0.05], [0.58, 0.40, 0.23], [0.19, -0.26, -0.01], [-0.32, -0.12, 0.53], [0.40, 0.12, -0.26], [-0.15, -0.09, -0.15], [-0.07, -0.02, -0.05], [0.08, 0.00, 0.06], [0.06, 0.19, -0.17], [-0.17, -0.37, -0.10], [-0.78, 0.01, -0.10], [0.02, 0.08, 0.20], [-0.05, 0.00, -0.02], [0.18, -0.09, 0.21], [0.23, -0.01, 0.13], [-0.09, -0.02, -0.11], [0.20, 0.13, 0.03], [-0.04, 0.13, -0.01], [-0.02, 0.38, -0.12], [0.02, -0.68, 0.24], [0.05, 0.23, -0.02], [0.02, -0.13, 0.02], [-0.01, -0.12, 0.06], [-0.11, 0.00, 0.01], [-0.03, -0.09, 0.02], [-0.09, 0.01, -0.01], [-0.01, 0.08, -0.02], [0.00, 0.06, -0.01], [-0.02, -0.04, -0.19], [-0.02, 0.01, -0.02], [0.07, -0.01, 0.11], [0.07, 0.05, 0.00], [-0.01, 0.08, -0.08], [-0.02, 0.11, -0.12], [0.04, -0.05, -0.05], [-0.01, 0.12, -0.08], [0.02, 0.02, 0.04], [0.00, 0.02, -0.07], [-0.02, 0.07, 0.03], [-0.11, -0.09, 0.00]], "lowdin_charge": [-0.06, -0.20, -0.05, -0.08, -0.08, -0.03, -0.10, -0.25, 0.11, -0.51, 1.03, -0.37, -0.37, -0.03, -0.06, -0.05, -0.13, 0.11, -0.05, -0.39, 0.06, 0.04, 0.00, -0.45, 0.09, 0.02, -0.01, -0.20, 0.19, 0.08, 0.08, 0.07, 0.11, 0.10, 0.10, 0.10, 0.07, 0.09, 0.12, 0.11, 0.10, 0.11, 0.10, 0.09, 0.09, 0.10, 0.09, 0.09]}

{"formula": "C9H9N3O2", "method": "ωB97M-V/def2-TZVPD", "de_lowest_ev": 5.907, "orbital_gap_ev": 8.154, "charge": 0, "e_tot_ha": -662.9522, "e_homo_ev": -7.81, "lumo_energy_ev": 0.34, "elements": ["C", "C", "C", "C", "C", "C", "C", "C", "C", "H", "H", "H", "H", "H", "H", "H", "H", "H", "N", "N", "N", "O", "O"], "positions_angstrom": [[0.70249, -1.09627, -0.70302], [2.08205, -1.44918, -0.64023], [2.95119, -0.50428, -0.25310], [2.53174, 0.80333, -0.02820], [1.19037, 1.15704, -0.25422], [-2.82095, -0.40329, -0.29704], [-2.61209, 1.04760, -0.25791], [-1.48186, 1.53078, 0.26104], [-0.76016, -0.61621, 1.09902], [-0.09164, -1.73612, -1.11718], [2.23989, -2.51142, -0.79984], [4.02351, -0.76300, 0.13847], [3.43467, 1.51884, 0.04436], [0.66183, 2.17695, -0.27452], [-2.06862, -2.09908, 0.56847], [-3.26273, 1.71267, -0.79816], [-1.28800, 2.57979, 0.24125], [0.29700, 1.13876, 1.30592], [0.35055, 0.16537, -0.54162], [-1.83653, -1.09803, 0.39539], [-0.55720, 0.73996, 0.92303], [-3.72721, -1.03317, -0.77872], [0.04172, -1.26105, 1.76679]], "atomic_forces_ev_per_a": [[2.11, 1.10, -2.00], [-2.61, -1.70, 0.21], [2.97, -0.68, 1.96], [0.76, 2.88, -1.00], [3.43, 0.05, -2.12], [0.08, 0.78, 0.57], [0.10, -0.50, -0.95], [-0.09, -0.46, 1.89], [-0.18, 0.37, 2.53], [0.68, 0.01, 0.40], [0.79, 0.20, 0.07], [-2.00, 0.40, -1.39], [-2.06, -0.66, 0.41], [1.71, -1.28, 0.10], [0.42, 1.15, -0.30], [-0.25, -0.11, 0.00], [0.25, 0.50, 0.06], [-1.14, -0.42, 0.73], [2.63, -1.72, -7.07], [0.13, -1.80, 1.38], [-5.87, 1.71, 5.56], [-0.51, 0.07, -0.48], [-1.33, 0.11, -0.57]], "lowdin_charge": [-0.12, -0.06, -0.13, -0.06, -0.15, -0.46, 0.03, -0.08, -0.54, 0.13, 0.11, 0.14, 0.13, 0.15, 0.19, 0.11, 0.12, 0.15, -0.05, 0.19, 0.01, 0.08, 0.09]}

{"formula": "C4H5N3O", "method": "ωB97M-V/def2-TZVPD", "de_lowest_ev": 7.445, "orbital_gap_ev": 9.029, "charge": 0, "e_tot_ha": -394.6940, "e_homo_ev": -8.99, "lumo_energy_ev": 0.04, "elements": ["C", "C", "C", "C", "H", "H", "H", "H", "H", "N", "N", "N", "O"], "positions_angstrom": [[1.04338, 1.00886, -0.44102], [-0.69861, -0.40275, -0.50327], [-1.10572, -1.10887, 0.72533], [-0.27810, 0.64990, 0.08183], [2.06454, 2.29631, 0.74083], [-0.08508, -0.47868, -2.57296], [-2.18437, -1.30784, 0.81831], [-0.31015, -2.08353, 0.84003], [-1.35009, 0.56668, 1.96787], [2.21910, 1.47916, -0.05251], [0.06508, -0.84217, -1.58131], [-0.58005, 0.16131, 1.51961], [1.20008, 0.06163, -1.54274]], "atomic_forces_ev_per_a": [[4.16, -1.15, -0.05], [-1.16, -2.79, -2.80], [1.55, -1.48, 1.27], [1.69, 3.01, 4.18], [0.26, -2.79, -2.43], [-1.58, -1.51, 1.51], [0.58, -0.39, 0.40], [-2.60, 2.73, 0.02], [-1.25, 1.26, 0.60], [-4.16, 2.17, 1.32], [0.81, 1.01, -2.42], [0.88, -2.06, -3.24], [0.84, 2.00, 1.61]], "lowdin_charge": [-0.30, -0.31, -0.08, -0.14, 0.12, 0.17, 0.10, 0.20, 0.05, 0.11, 0.07, 0.08, -0.09]}

{"formula": "C3H2N3O2S", "method": "ωB97M-V/def2-TZVPD", "de_lowest_ev": 4.056, "orbital_gap_ev": 7.155, "charge": -1, "e_tot_ha": -828.3346, "e_homo_ev": -3.60, "lumo_energy_ev": 3.56, "elements": ["C", "C", "C", "N", "N", "N", "O", "O", "S", "H", "H"], "positions_angstrom": [[0.56962, -1.95695, 0.36335], [-0.57078, -0.02599, 0.03455], [-0.92964, 1.19798, -0.36051], [-0.17363, -1.14335, -0.38797], [1.36591, -1.51575, 1.27920], [-0.53470, 2.24904, -1.12872], [0.25115, 2.05203, -2.06799], [-1.02952, 3.37071, -0.88032], [-1.39899, 1.11955, 1.37658], [0.56490, -3.04625, 0.08469], [1.88569, -2.30100, 1.68714]], "atomic_forces_ev_per_a": [[1.35, -1.35, 0.95], [-0.45, 1.92, -1.21], [-0.37, 0.09, 1.03], [-0.28, -0.54, -0.10], [-0.07, -0.62, 0.03], [-0.34, 0.56, -0.36], [-0.06, -0.04, -0.04], [0.44, -0.45, -0.01], [0.24, -0.70, -0.25], [-0.21, 0.90, 0.09], [-0.24, 0.23, -0.14]], "lowdin_charge": [-0.40, -0.47, -0.54, 0.06, 0.05, -0.45, -0.02, -0.05, 0.70, 0.10, 0.01]}

{"formula": "C4H5LiNaO", "method": "ωB97M-V/def2-TZVPD", "de_lowest_ev": 4.290, "orbital_gap_ev": 5.677, "charge": 1, "e_tot_ha": -400.1165, "e_homo_ev": -9.63, "lumo_energy_ev": -3.95, "elements": ["C", "C", "H", "H", "Na", "C", "C", "O", "Li", "H", "H", "H"], "positions_angstrom": [[-2.34666, -0.61976, 0.21176], [-1.04800, -0.72220, 0.32100], [-1.50582, -0.85486, -0.81710], [-0.29887, -1.51450, 0.58910], [-5.02577, -0.62888, -0.03798], [0.46907, 0.86917, 0.12090], [1.57452, 0.49502, -0.66046], [2.64204, -0.02269, -0.19490], [3.57127, -0.17566, 1.32023], [0.66068, 1.00118, 1.19203], [-0.15339, 1.66944, -0.28458], [1.46092, 0.50375, -1.76001]], "atomic_forces_ev_per_a": [[1.66, 0.14, 0.08], [-2.08, -2.05, -0.09], [0.06, 0.16, 0.21], [-0.61, 1.24, -0.20], [0.80, 0.05, 0.06], [1.31, 1.36, -0.64], [-1.32, -0.08, 0.62], [0.57, -0.32, 0.63], [-0.30, 0.07, -0.71], [-0.09, -0.26, -0.16], [-0.15, -0.52, -0.08], [0.15, 0.21, 0.27]], "lowdin_charge": [-0.06, -0.19, 0.09, 0.11, 0.77, -0.13, -0.40, -0.27, 0.83, 0.06, 0.07, 0.12]}

{"formula": "C2H6N4S", "method": "ωB97M-V/def2-TZVPD", "de_lowest_ev": 2.636, "orbital_gap_ev": 8.835, "charge": 0, "e_tot_ha": -696.9292, "e_homo_ev": -8.57, "lumo_energy_ev": 0.27, "smiles": "C=NNC(=S)NN", "elements": ["C", "N", "N", "C", "S", "N", "N", "H", "H", "H", "H", "H", "H"], "positions_angstrom": [[-1.71815, -0.27798, -0.63210], [-1.11059, -1.20488, 0.05677], [-0.15478, -0.74383, 0.99377], [0.34906, 0.54792, 0.94243], [0.17965, 1.56569, 2.18200], [0.93276, 0.83560, -0.26056], [1.55015, -0.09979, -1.04956], [-2.61967, -0.60491, -1.15038], [-1.51175, 0.81889, -0.64289], [-0.22098, -1.25977, 1.86449], [1.32511, 1.81623, -0.28035], [2.15701, -0.73623, -0.51407], [0.84219, -0.65693, -1.50956]], "atomic_forces_ev_per_a": [[0.27, -0.95, 0.87], [-0.88, 2.23, -0.05], [0.00, -0.85, -1.08], [-0.12, -1.13, -0.41], [0.13, 0.90, 0.72], [0.44, 2.62, 1.27], [0.60, -0.89, -0.59], [0.52, -0.14, -0.32], [0.03, -1.00, 0.27], [-0.05, 0.55, -0.24], [-0.55, -1.73, -0.17], [-0.45, 0.47, -0.13], [0.04, -0.10, -0.14]], "lowdin_charge": [-0.04, -0.01, -0.08, -0.99, 0.66, -0.14, 0.02, 0.06, 0.08, 0.12, 0.15, 0.10, 0.06]}

Copy entry 3 word for word.
{"formula": "C4H5N3O", "method": "ωB97M-V/def2-TZVPD", "de_lowest_ev": 7.445, "orbital_gap_ev": 9.029, "charge": 0, "e_tot_ha": -394.6940, "e_homo_ev": -8.99, "lumo_energy_ev": 0.04, "elements": ["C", "C", "C", "C", "H", "H", "H", "H", "H", "N", "N", "N", "O"], "positions_angstrom": [[1.04338, 1.00886, -0.44102], [-0.69861, -0.40275, -0.50327], [-1.10572, -1.10887, 0.72533], [-0.27810, 0.64990, 0.08183], [2.06454, 2.29631, 0.74083], [-0.08508, -0.47868, -2.57296], [-2.18437, -1.30784, 0.81831], [-0.31015, -2.08353, 0.84003], [-1.35009, 0.56668, 1.96787], [2.21910, 1.47916, -0.05251], [0.06508, -0.84217, -1.58131], [-0.58005, 0.16131, 1.51961], [1.20008, 0.06163, -1.54274]], "atomic_forces_ev_per_a": [[4.16, -1.15, -0.05], [-1.16, -2.79, -2.80], [1.55, -1.48, 1.27], [1.69, 3.01, 4.18], [0.26, -2.79, -2.43], [-1.58, -1.51, 1.51], [0.58, -0.39, 0.40], [-2.60, 2.73, 0.02], [-1.25, 1.26, 0.60], [-4.16, 2.17, 1.32], [0.81, 1.01, -2.42], [0.88, -2.06, -3.24], [0.84, 2.00, 1.61]], "lowdin_charge": [-0.30, -0.31, -0.08, -0.14, 0.12, 0.17, 0.10, 0.20, 0.05, 0.11, 0.07, 0.08, -0.09]}